# 1
# C11H44F2NO15S2

A 12-piece molecular cluster, C11H44F2NO15S2 overall at a distorted geometry (ωB97M-V with the def2-TZVPD basis set, the Open Molecules 2025 dataset).

Results
Frontier orbital gap = 9.481 eV
LUMO energy = 2.5 eV
Highest occupied orbital energy = -7.00 eV
Charge = -1
2S+1 = 1

Element x y z (Å)
N  -0.146  -0.606  -0.766
S  -1.035  0.637  -0.898
O  -0.296  1.875  -0.914
O  -2.387  0.647  -0.415
F  -1.278  0.341  -2.491
S  -0.141  -0.593  0.978
O  -0.842  -1.655  1.641
O  -0.002  0.638  1.704
F  1.316  -1.256  1.029
C  4.374  -2.420  2.648
O  4.964  -2.246  3.935
H  3.291  -2.381  2.780
H  4.682  -1.602  1.987
H  4.678  -3.331  2.136
H  4.431  -1.565  4.356
C  0.840  1.458  -5.399
O  1.999  0.669  -5.220
H  0.065  1.342  -4.648
H  1.078  2.524  -5.519
H  0.401  1.282  -6.390
H  2.383  0.496  -6.080
C  -1.137  5.343  -1.276
O  -1.927  5.429  -0.101
H  -0.983  4.296  -1.539
H  -1.462  5.936  -2.131
H  -0.105  5.693  -1.146
H  -1.343  5.528  0.656
C  2.417  3.796  -2.632
O  2.168  3.543  -1.240
H  2.520  2.824  -3.127
H  1.543  4.319  -3.024
H  3.387  4.284  -2.691
H  1.461  2.888  -1.194
C  -2.402  -3.274  -0.695
O  -1.021  -3.215  -0.981
H  -2.902  -2.367  -0.346
H  -2.883  -3.461  -1.669
H  -2.612  -4.145  -0.073
H  -0.744  -2.277  -0.967
C  -3.052  -4.497  2.873
O  -1.640  -4.351  3.044
H  -3.241  -5.235  2.085
H  -3.375  -5.033  3.769
H  -3.515  -3.536  2.663
H  -1.390  -3.495  2.679
C  3.103  -0.024  -1.941
O  2.510  -1.162  -1.321
H  3.997  -0.375  -2.452
H  2.354  0.354  -2.644
H  3.289  0.742  -1.181
H  1.612  -0.900  -1.037
C  -2.968  3.060  -3.164
O  -3.732  2.730  -4.322
H  -3.420  2.557  -2.301
H  -1.932  2.792  -3.332
H  -3.161  4.105  -2.900
H  -4.563  3.206  -4.291
C  -3.042  2.525  2.541
O  -2.698  3.934  2.586
H  -4.080  2.395  2.866
H  -2.917  2.226  1.500
H  -2.404  1.978  3.231
H  -3.244  4.218  1.843
C  0.692  -1.440  5.228
O  2.056  -1.780  4.993
H  0.560  -0.384  5.485
H  0.164  -1.427  4.269
H  0.125  -2.018  5.954
H  2.249  -2.573  5.499
C  1.221  -4.597  1.386
O  2.264  -5.446  0.886
H  1.635  -4.007  2.212
H  0.830  -3.862  0.682
H  0.432  -5.231  1.780
H  2.933  -4.840  0.554


# 2
# CH5O3P

A 2-piece molecular cluster, CH5O3P overall at a distorted geometry (ωB97M-V with the def2-TZVPD basis set, the Open Molecules 2025 dataset).

Results
Frontier orbital gap (alpha / beta) = 7.823 / 7.832 eV
LUMO energy (alpha / beta) = -1.2 / -1.2 eV
Highest occupied orbital energy (alpha / beta) = -8.99 / -9.00 eV
2S+1 = 1

Element x y z (Å)
C  -0.919  -0.722  0.323
O  2.704  -0.214  -0.605
O  0.748  1.917  -0.417
O  0.489  -0.837  -0.038
P  1.811  -0.247  0.690
H  -0.951  0.386  0.548
H  -1.125  -1.306  1.084
H  -1.634  -0.714  -0.478
H  2.326  0.565  -1.139
H  0.263  2.606  0.019


Energy relative to the best compared isomer or geometry (same formula, charge and spin) values, unit kJ/mol, following the record order: 130.3, 318.1.